An isolated ion of composition C2H6NO2 and charge +1, computed with ωB97M-V with the def2-TZVPD basis set.

The relative energy (zero: lowest compared OMol25 entry of this formula, charge and spin) is 5.5672 eV. For the LUMO energy (spin up / spin down), the calculation gives -4.48 / -4.25 eV. For the energy, the calculation gives -7744.338 eV. The value obtained for the max |F| is 4.05 eV/A.

The geometry in ORCA input format:
```
! wB97M-V def2-TZVPD RIJCOSX def2/J DEFGRID3
* xyz 1 1
C -0.288 0.334 -0.152
H 0.589 -0.269 -1.810
H -1.034 -1.072 1.696
N 0.955 0.326 -1.042
H 0.778 -0.526 2.146
H 1.888 -0.158 -0.634
O -0.445 0.887 1.037
C -0.248 -0.346 1.838
H 1.162 1.257 -1.438
H -2.146 -0.208 -0.592
O -1.210 -0.225 -1.049
*
```